# C17H40Br2IO9S4Si2

A molecular structure, C17H40Br2IO9S4Si2 (ωB97M-V/def2-TZVPD, the OMol25 dataset).

Geometry as ORCA input:
```
! wB97M-V def2-TZVPD RIJCOSX def2/J DEFGRID3
* xyz -1 1
C 2.95598 -3.97088 1.11273
C 4.45554 -4.16359 0.54931
O 4.67413 -5.25860 -0.03021
O 5.49135 -3.20992 0.71883
C 5.65806 -2.40427 -0.50432
C 4.33047 -1.53061 -0.66295
C 4.47829 -0.23082 -1.58889
Si 2.70188 0.54289 -1.74387
I 3.01466 2.98836 -1.52673
O 1.77012 -0.18771 -0.48671
Si 0.28936 0.64674 -0.12746
C 0.11564 0.60447 1.80644
O -0.29796 -0.48103 2.34125
O 0.45378 1.66760 2.60397
C -1.17161 -0.38618 -0.85942
Br -1.16931 -0.05610 -2.85407
C -1.06956 -1.95392 -0.49119
C -1.29836 -2.93267 -1.76168
Br -2.53815 -2.43596 0.80690
H 2.48124 -4.96537 1.41054
H 2.91129 -3.20624 1.96991
H 2.36039 -3.50444 0.24311
H 6.54811 -1.69463 -0.34267
H 5.86710 -3.04704 -1.41899
H 3.46181 -2.15978 -1.09114
H 3.97338 -1.23247 0.39108
H 4.96367 -0.42333 -2.60074
H 5.12527 0.52239 -1.01084
H 2.23710 0.13606 -3.09163
H 0.24151 2.04082 -0.55470
H -2.14267 -0.00517 -0.37510
H -0.03924 -2.17030 -0.03230
H -0.42493 -2.91016 -2.49684
H -2.29454 -2.66741 -2.24634
H -1.42816 -3.98676 -1.31331
C 8.57328 3.88919 -0.69402
S 7.24249 3.27003 0.35826
O 6.28259 2.53790 -0.51901
C 6.52132 4.88584 0.71691
H 9.14073 3.03711 -1.06966
H 8.15548 4.44544 -1.53515
H 9.23231 4.53236 -0.10790
H 6.23192 5.37946 -0.21267
H 7.24702 5.49660 1.25725
H 5.63804 4.73830 1.33900
C -4.86218 2.88968 -1.77249
S -3.96071 2.97635 -3.33259
O -2.54538 2.60230 -3.04379
C -4.02324 4.77509 -3.49074
H -4.91046 1.84672 -1.45913
H -4.34279 3.47141 -1.01076
H -5.87539 3.27223 -1.91265
H -3.55884 5.24186 -2.62008
H -5.06254 5.09713 -3.58068
H -3.47690 5.06140 -4.38999
C -4.67987 -4.97871 1.63849
S -4.26916 -6.45629 0.68755
O -4.43231 -6.11981 -0.75832
C -5.72112 -7.40779 1.18777
H -3.91687 -4.22029 1.44700
H -5.65559 -4.59691 1.33174
H -4.68884 -5.22124 2.70302
H -6.63119 -6.87343 0.90879
H -5.69606 -7.56997 2.26690
H -5.69530 -8.37076 0.67674
C -3.80246 4.46290 3.03414
S -4.05030 2.72931 2.59688
O -4.29120 2.66934 1.12283
C -5.65248 2.55869 3.41325
H -2.86534 4.79936 2.58960
H -4.62550 5.06706 2.64679
H -3.74296 4.55986 4.11949
H -6.35998 3.28185 3.00233
H -5.53274 2.71778 4.48635
H -6.02308 1.54866 3.23662
*
```



# C14H12N2O

C14H12N2O in the gas phase (ωB97M-V/def2-TZVPD, the OMol25 dataset).

The value obtained for the energy relative to the best compared isomer or geometry (same formula, charge and spin) is 0.0 kcal/mol. Its SMILES is Cc1oc(/N=C/c2ccccc2)c(C#N)c1C.

Geometry as ORCA input:
```
! wB97M-V def2-TZVPD RIJCOSX def2/J DEFGRID3
* xyz 0 1
N 0.33014 -1.64752 -3.59191
C 0.75720 -1.51805 -2.53462
N 0.03473 0.51854 -0.56464
O 1.42193 -0.82403 0.94469
C -0.61195 0.97371 0.47587
C 0.89161 -0.51226 -0.27746
C 1.18139 -1.47399 -1.17182
C 1.94714 -2.08088 0.82201
C 1.89244 -2.51294 -0.47334
C -3.22887 4.24755 -0.03581
C -3.07653 3.63431 1.18984
C -2.49368 3.78888 -1.13175
C -2.27642 2.52048 1.35954
C -1.62760 2.70996 -0.96732
C -1.51151 2.05939 0.28056
C 2.50275 -2.81208 2.00020
C 2.40217 -3.77718 -1.12865
H -0.51893 0.48291 1.46166
H -3.93693 5.02987 -0.13043
H -3.66860 3.98736 2.02733
H -2.68167 4.13419 -2.15396
H -2.27459 2.02215 2.34192
H -1.03757 2.35486 -1.83797
H 3.43579 -2.27274 2.34834
H 1.80169 -2.89294 2.83605
H 2.77948 -3.86376 1.77505
H 2.97025 -3.54776 -2.01752
H 3.03931 -4.32740 -0.41151
H 1.55681 -4.40062 -1.43433
*
```



# C6H9NO

C6H9NO in the gas phase (ωB97M-V/def2-TZVPD, the OMol25 dataset).

The value obtained for the energy relative to the best compared isomer or geometry (same formula, charge and spin) is 51.9 kcal/mol. Its SMILES is CC[C@@](C)(C#N)C=O.

Geometry as ORCA input:
```
! wB97M-V def2-TZVPD RIJCOSX def2/J DEFGRID3
* xyz 0 1
C -0.29521 1.80855 0.03250
C -1.56255 -0.27215 -0.64167
C 1.43326 -0.37611 -1.37928
C -0.82016 0.03742 1.77753
C 0.92666 -0.42684 0.00314
C -0.35630 0.41383 0.38329
N -0.23307 2.89588 -0.30627
O -2.24219 0.30992 -1.42593
H -1.69919 -1.45852 -0.39345
H 1.44046 0.69334 -1.97074
H 0.86900 -1.09497 -2.12912
H 2.47940 -0.64737 -1.48886
H -1.80263 0.21412 2.30197
H -0.54921 -1.06740 2.02653
H -0.07157 0.51438 2.38016
H 0.69121 -1.46228 0.24058
H 1.79209 -0.08180 0.58962
*
```



Number 1: F_max 5.18 eV/Å, E_tot -8966.3365 hartree, E_HOMO -4.25 eV. Number 2: F_max 2.73 eV/Å, E_tot -725.4018 hartree, E_HOMO -8.05 eV. Number 3: F_max 5.49 eV/Å, E_tot -363.9415 hartree, E_HOMO -9.90 eV.